The following is a DFT calculation (ωB97M-V/def2-TZVPD) of C2H2N2OS as an isolated structure in a non-equilibrium geometry.

Each line ends with the natural charge from an NBO analysis.
Geometry (Å):
C: 0.169 0.034 0.701  0.264
C: 0.050 0.285 -1.322  0.296
H: -0.857 -1.693 1.629  0.148
H: -0.371 0.267 -2.242  0.188
N: 0.907 1.023 0.403  -0.318
N: 0.859 1.180 -0.986  -0.262
O: -0.446 -0.490 -0.375  -0.419
S: -0.312 -0.606 2.192  0.102

Atomic forces in eV per Å
C -0.287 0.229 -0.319
C -0.248 0.082 -0.982
H -0.004 0.028 0.081
H -1.045 -0.759 -2.801
N 1.510 0.755 1.049
N 0.439 0.629 1.458
O -0.297 -0.517 -0.040
S -0.067 -0.448 1.553

## Properties
Total energy in eV: -17967.720
LUMO energy in eV: 0.52
Gap between HOMO and LUMO in eV: 10.1069
Highest occupied orbital energy in eV: -9.59



The following is a DFT calculation (ωB97M-V/def2-TZVPD) of a 2-piece molecular cluster, C8H16O2 overall in a non-equilibrium geometry.

Each line ends with the natural charge from an NBO analysis.
Geometry (Å):
C: 0.026 -1.437 0.293  -0.448
C: 0.235 -1.511 -1.164  -0.438
C: 0.216 -2.979 -1.539  -0.073
O: -0.769 -3.408 -0.643  -0.513
C: -0.322 -2.918 0.599  -0.074
H: -0.897 -0.854 0.476  0.206
H: 0.841 -0.967 0.876  0.212
H: 1.189 -1.089 -1.535  0.205
H: -0.590 -0.991 -1.688  0.211
H: 1.219 -3.443 -1.465  0.162
H: -0.142 -3.117 -2.578  0.195
H: -1.085 -3.021 1.395  0.196
H: 0.614 -3.380 0.968  0.157
C: 1.008 2.529 0.270  -0.439
C: 0.227 2.027 1.466  -0.434
C: -1.293 2.201 0.963  -0.078
O: -1.163 2.900 -0.249  -0.519
C: -0.005 2.350 -0.829  -0.076
H: 1.807 1.772 0.149  0.204
H: 1.489 3.526 0.294  0.216
H: 0.343 2.687 2.348  0.211
H: 0.461 0.994 1.786  0.209
H: -1.784 2.773 1.773  0.189
H: -1.865 1.264 0.818  0.165
H: -0.052 1.259 -1.006  0.158
H: 0.295 2.833 -1.779  0.198

Atomic forces in eV per Å
C -1.209 0.320 1.634
C 1.488 1.385 -2.889
C -0.591 0.820 -1.165
O 0.125 -1.825 0.810
C 0.389 0.808 1.355
H 0.587 -0.048 0.144
H -0.337 -0.623 -0.255
H -0.417 0.253 0.304
H 0.498 -0.316 0.061
H -0.479 -0.171 0.457
H 0.124 -0.133 0.576
H 0.226 -0.137 -0.706
H -0.379 -0.444 -0.363
C 1.918 -1.398 -0.184
C -1.571 0.618 1.036
C 0.901 -0.211 1.631
O -0.894 -0.036 -0.525
C 1.112 0.196 -0.630
H 0.116 0.631 -0.313
H -0.648 -0.440 0.310
H 0.073 -0.446 -0.360
H -0.068 0.610 -0.376
H -0.233 0.078 -0.971
H 0.482 0.184 0.032
H -0.591 0.309 -0.121
H -0.624 0.012 0.510

## Properties
Total energy in eV: -12648.667
Structure (SMILES): C1CCOC1.C1CCOC1
LUMO energy in eV: 0.88
Gap between HOMO and LUMO in eV: 10.7419
Highest occupied orbital energy in eV: -9.86



The following is a DFT calculation (ωB97M-V/def2-TZVPD) of C29H28FN3O9PRuSe2 as an isolated structure.

Each line ends with the Löwdin spin population.
Geometry (Å):
Ru: 0.113 -0.752 0.671  0.843
O: -0.093 0.651 2.150  -0.003
C: 0.824 1.082 2.861  0.003
C: 2.226 0.854 2.721  0.005
C: 3.063 1.432 3.685  -0.001
C: 4.419 1.327 3.556  0.005
C: 4.993 0.677 2.453  0.002
C: 4.193 0.121 1.496  0.004
C: 2.780 0.177 1.598  0.000
O: 2.074 -0.376 0.670  0.024
N: 5.285 1.920 4.573  0.001
O: 4.756 2.538 5.477  0.002
O: 6.486 1.864 4.388  0.001
H: 0.515 1.738 3.683  0.000
H: 2.644 1.967 4.527  0.000
H: 6.070 0.634 2.376  0.000
H: 4.614 -0.364 0.626  0.000
Se: 2.128 3.039 -0.412  0.003
P: 0.034 2.945 -0.245  0.007
Se: -0.943 0.968 -0.674  0.043
C: -0.854 3.992 -1.446  0.001
C: -0.154 4.994 -2.107  0.001
C: -0.821 5.854 -2.967  0.000
C: -2.185 5.713 -3.174  0.001
C: -2.887 4.711 -2.519  0.000
C: -2.226 3.854 -1.654  0.000
C: -0.579 3.546 1.367  0.001
C: 0.251 4.338 2.154  0.000
C: -0.212 4.833 3.367  0.000
C: -1.497 4.536 3.796  0.000
C: -2.326 3.746 3.010  0.000
C: -1.869 3.251 1.799  0.002
H: 0.914 5.086 -1.951  0.000
H: -0.271 6.633 -3.479  0.000
H: -2.703 6.384 -3.848  0.000
H: -3.951 4.596 -2.676  0.000
H: -2.788 3.081 -1.143  -0.001
H: 1.257 4.553 1.817  0.000
H: 0.436 5.451 3.975  0.000
H: -1.855 4.920 4.743  0.000
H: -3.331 3.512 3.339  0.000
H: -2.512 2.617 1.200  0.001
F: -4.981 1.947 1.828  0.000
C: -5.012 0.702 1.339  0.000
C: -4.314 -0.283 1.902  0.000
N: -4.345 -1.575 1.417  0.000
C: -3.356 -2.523 1.909  0.000
C: -1.978 -1.997 1.568  0.002
O: -1.062 -1.935 2.410  0.059
O: -1.807 -1.546 0.397  -0.009
C: -5.056 -1.903 0.275  0.000
O: -5.057 -3.008 -0.219  0.000
N: -5.787 -0.857 -0.257  0.000
C: -5.829 0.474 0.151  0.000
O: -6.473 1.308 -0.438  0.000
H: -3.682 -0.108 2.764  0.000
H: -3.534 -3.464 1.391  0.000
H: -3.448 -2.665 2.984  0.000
H: -6.316 -1.084 -1.087  0.000
C: 1.546 -3.463 1.329  0.001
C: 1.702 -3.174 -0.144  0.000
O: 0.563 -2.433 -0.634  0.000
C: 0.618 -2.265 -2.070  0.002
C: -0.765 -2.043 -2.627  0.000
H: 2.402 -4.052 1.661  0.000
H: 0.635 -4.024 1.531  0.000
H: 1.533 -2.558 1.941  0.000
H: 1.731 -4.110 -0.706  0.000
H: 2.610 -2.605 -0.351  0.000
H: 1.035 -3.190 -2.476  0.000
H: 1.304 -1.443 -2.296  0.000
H: -1.420 -2.877 -2.377  0.000
H: -0.693 -1.965 -3.713  0.000
H: -1.210 -1.124 -2.257  0.000

Atomic forces in eV per Å
Ru -0.072 0.173 -0.370
O -0.199 -0.180 0.126
C -0.055 0.064 -0.009
C -0.017 0.005 -0.070
C 0.009 -0.011 0.023
C -0.003 -0.219 0.103
C 0.006 -0.019 0.036
C -0.019 0.009 -0.029
C 0.042 0.152 -0.007
O -0.102 -0.160 0.221
N 0.012 0.845 -0.525
O -0.021 -0.289 0.204
O 0.018 -0.304 0.177
H 0.000 0.002 0.001
H -0.006 -0.005 0.002
H -0.001 -0.001 0.002
H -0.005 0.000 0.001
Se -0.008 -0.035 0.030
P 0.023 0.027 -0.004
Se 0.351 -0.155 -0.227
C 0.039 0.025 0.027
C 0.002 -0.040 -0.048
C -0.009 0.004 -0.012
C 0.016 0.000 -0.001
C -0.003 -0.017 0.007
C -0.046 0.009 0.031
C 0.005 -0.018 0.006
C -0.021 -0.007 0.001
C 0.003 -0.002 0.015
C 0.025 0.002 0.014
C -0.021 -0.023 -0.002
C -0.001 0.005 -0.018
H -0.004 0.002 0.014
H 0.001 -0.002 0.000
H -0.001 0.001 0.001
H 0.000 -0.001 0.002
H 0.002 0.007 -0.006
H 0.002 0.000 -0.010
H 0.001 -0.001 0.004
H 0.001 0.006 0.002
H 0.001 0.000 -0.012
H 0.006 0.014 0.029
F 0.002 0.006 0.007
C -0.007 -0.007 -0.012
C 0.024 -0.014 -0.024
N -0.101 -0.030 0.019
C -0.014 0.035 -0.029
C 0.106 0.042 0.105
O 0.254 -0.262 -0.017
O -0.147 0.236 0.160
C 0.020 0.005 -0.012
O 0.006 0.015 0.013
N -0.011 0.011 0.019
C 0.017 -0.006 -0.012
O -0.002 0.003 -0.001
H 0.001 0.007 0.008
H 0.019 -0.021 0.046
H -0.020 0.021 0.001
H 0.000 0.001 -0.002
C 0.011 0.002 0.034
C -0.011 -0.051 -0.036
O -0.055 0.117 0.048
C -0.034 0.011 -0.001
C 0.008 -0.018 -0.028
H -0.009 -0.017 -0.007
H -0.008 0.006 -0.011
H 0.005 -0.006 -0.015
H 0.017 0.009 -0.013
H -0.007 0.016 0.017
H 0.048 0.026 -0.007
H -0.042 0.033 0.009
H -0.002 0.001 0.013
H -0.004 -0.010 0.001
H -0.015 -0.025 0.000

## Properties
Total energy in eV: -198705.808
LUMO energy (spin up / spin down) in eV: -0.91 / -1.43
Gap between HOMO and LUMO (spin up / spin down) in eV: 7.0934 / 6.6386
2S+1: 2
Highest occupied orbital energy (spin up / spin down) in eV: -8.00 / -8.07



The following is a DFT calculation (ωB97M-V/def2-TZVPD) of C3H5N3O in the gas phase in a non-equilibrium geometry.

Each line ends with the natural charge from an NBO analysis.
Geometry (Å):
N: -1.638 -1.228 0.119  -0.647
N: -0.385 -0.547 -0.232  -0.318
C: 0.914 -1.181 -0.047  0.251
N: 1.867 -0.419 0.108  -0.395
C: 1.248 0.979 0.051  -0.367
C: -0.288 0.808 -0.114  0.641
O: -1.240 1.616 0.029  -0.598
H: -2.398 -0.973 -0.569  0.372
H: -2.027 -0.921 0.989  0.362
H: 1.047 -2.268 -0.081  0.209
H: 1.485 1.469 1.010  0.246
H: 1.666 1.489 -0.888  0.244

Atomic forces in eV per Å
N 0.300 0.046 -2.410
N -1.986 -1.681 0.886
C -2.613 -1.446 -0.352
N 0.620 3.162 -0.035
C 0.748 0.021 -1.199
C -0.811 1.572 1.508
O 2.775 -2.226 -0.722
H 1.566 -0.278 0.610
H 0.504 0.634 0.773
H -0.656 0.337 0.004
H -0.053 0.228 -0.744
H -0.394 -0.370 1.681

## Properties
Total energy in eV: -9708.417
Structure (SMILES): NN1C=NCC1=O
LUMO energy in eV: 0.84
Gap between HOMO and LUMO in eV: 10.7976
Highest occupied orbital energy in eV: -9.96



ΔE to the lowest compared entry with this formula, charge and spin, record by record: 121.2; 262.0; 0.0; 209.0 kJ/mol